(1)
C4H9NO2 | ωB97M-V/def2-TZVPD

XYZ file:
```
16
C4H9NO2 (ωB97M-V/def2-TZVPD)
C 0.537 -1.009 -0.979
C -0.153 0.138 -0.281
C 0.821 1.436 -0.438
O 0.267 2.650 -0.345
N 0.204 -2.040 -1.837
C -0.344 -1.128 0.633
O -0.539 -0.821 2.058
H -1.506 1.650 2.513
H 1.493 -1.278 -0.494
H -1.332 1.831 1.810
H -1.209 0.436 -0.484
H 1.819 1.424 0.102
H 1.132 1.152 -1.508
H -0.519 -1.677 -2.465
H 0.604 -1.168 1.422
H -1.275 -1.595 0.292
```

Computed properties:
total charge = -2
energy = -9868.4309 eV
gap between HOMO and LUMO = 5.75 eV
highest occupied orbital energy = 1.598 eV
molar mass = 103.1 g/mol
relative energy (zero: lowest compared OMol25 entry of this formula, charge and spin) = 159.6 kcal/mol

***

(2)
C4H9NO2 | ωB97M-V/def2-TZVPD

XYZ file:
```
16
C4H9NO2 (ωB97M-V/def2-TZVPD)
C -1.171 1.423 -0.059
C -0.321 0.204 0.299
C -1.055 -1.098 -0.047
O -0.314 -2.235 0.319
N 1.005 0.239 -0.329
C 2.236 0.079 0.215
O 3.213 0.162 -0.509
H -0.680 2.349 0.251
H -2.151 1.373 0.433
H -1.346 1.466 -1.139
H -0.151 0.190 1.384
H -2.001 -1.150 0.505
H -1.302 -1.098 -1.121
H 0.501 -2.214 -0.199
H 1.240 0.437 -1.301
H 2.298 -0.127 1.297
```

Computed properties:
energy = -9878.9654 eV
gap between HOMO and LUMO = 10.72 eV
highest occupied orbital energy = -9.860 eV
molar mass = 103.1 g/mol
relative energy (zero: lowest compared OMol25 entry of this formula, charge and spin) = 25.3 kcal/mol
structure (SMILES) = C[C@@H](CO)NC=O

***

(3)
C4H9NO2 | ωB97M-V/def2-TZVPD

XYZ file:
```
16
C4H9NO2 (ωB97M-V/def2-TZVPD)
C -0.361 -0.710 0.743
C 1.026 -0.675 1.212
C -1.171 0.219 1.305
C -0.536 0.932 -1.881
N 1.730 0.349 0.895
O 0.464 0.116 -1.338
O -0.860 -1.909 0.319
H -0.232 -2.267 -0.322
H 1.470 -1.640 1.485
H 2.692 0.386 1.209
H 1.240 0.555 -0.501
H -0.752 1.134 1.686
H -2.239 0.076 1.315
H -0.144 1.891 -2.247
H -0.991 0.414 -2.730
H -1.336 1.128 -1.150
```

Computed properties:
energy = -9875.9859 eV
gap between HOMO and LUMO = 9.01 eV
highest occupied orbital energy = -8.777 eV
molar mass = 103.1 g/mol
relative energy (zero: lowest compared OMol25 entry of this formula, charge and spin) = 94.0 kcal/mol

***

(4)
C4H9NO2 | ωB97M-V/def2-TZVPD

XYZ file:
```
16
C4H9NO2 (ωB97M-V/def2-TZVPD)
C -0.549 -1.156 -0.842
C -1.863 -0.833 -0.536
C -1.949 -0.175 0.673
N -0.704 -0.078 1.221
C 0.311 -0.803 0.313
H -0.359 -1.670 -1.781
H -2.826 -1.130 -1.082
H -2.632 0.622 0.906
H -0.454 -0.381 2.156
H 1.317 -1.259 0.292
O 0.889 1.222 -1.895
H 0.053 0.873 -2.267
H 0.654 0.723 -1.060
O 2.714 1.085 1.256
H 1.732 1.280 1.264
H 2.517 0.543 0.475
```

Computed properties:
energy = -9876.2092 eV
gap between HOMO and LUMO = 9.57 eV
highest occupied orbital energy = -9.125 eV
molar mass = 103.1 g/mol
relative energy (zero: lowest compared OMol25 entry of this formula, charge and spin) = 88.8 kcal/mol
structure (SMILES) = c1cc[nH]c1.O.O

***

(5)
C4H9NO2 | ωB97M-V/def2-TZVPD

XYZ file:
```
16
C4H9NO2 (ωB97M-V/def2-TZVPD)
C 0.261 -1.034 1.993
N 0.308 0.181 1.188
C -0.120 0.003 -0.271
C -1.562 0.515 -0.461
O -2.067 1.493 -1.046
C 0.914 0.541 -1.269
O 0.315 0.456 -2.500
H 1.068 -1.637 1.878
H -0.024 -0.716 3.013
H -0.582 -1.557 1.544
H 1.196 0.673 1.322
H -0.277 -1.125 -0.356
H -2.269 -0.339 -0.311
H 1.909 -0.080 -1.173
H 1.236 1.439 -0.771
H -0.305 1.185 -2.779
```

Computed properties:
energy = -9876.5341 eV
gap between HOMO and LUMO = 9.71 eV
highest occupied orbital energy = -9.001 eV
molar mass = 103.1 g/mol
relative energy (zero: lowest compared OMol25 entry of this formula, charge and spin) = 81.3 kcal/mol
structure (SMILES) = CN[C@@H](C=O)CO

***

(6)
C4H9NO2 | ωB97M-V/def2-TZVPD

XYZ file:
```
16
C4H9NO2 (ωB97M-V/def2-TZVPD)
C 0.977 -1.031 -0.551
C 1.049 -0.415 0.659
N 2.175 0.134 1.192
O -0.100 -0.382 1.348
C -1.295 -0.529 0.207
C -1.450 0.667 -0.748
O -0.851 1.789 -0.150
H 1.664 -0.791 -1.334
H 0.578 -2.039 -0.505
H 2.187 0.738 1.996
H 3.040 -0.003 0.690
H -1.439 -1.449 -0.405
H -2.025 -0.516 0.991
H -1.035 0.469 -1.751
H -2.542 0.830 -0.880
H -0.934 2.529 -0.760
```

Computed properties:
energy = -9875.9625 eV
gap between HOMO and LUMO = 7.99 eV
highest occupied orbital energy = -7.133 eV
molar mass = 103.1 g/mol
relative energy (zero: lowest compared OMol25 entry of this formula, charge and spin) = 94.5 kcal/mol
structure (SMILES) = C=C(N)OCCO

***

(7)
C4H9NO2 | ωB97M-V/def2-TZVPD

XYZ file:
```
16
C4H9NO2 (ωB97M-V/def2-TZVPD)
C -1.146 1.492 -0.278
C -0.289 0.329 0.227
C -0.903 -1.087 0.160
O -0.505 -1.817 1.289
N 1.007 0.418 -0.461
C 2.048 -0.414 -0.272
O 2.047 -1.420 0.429
H -0.706 2.442 0.051
H -2.155 1.446 0.140
H -1.235 1.521 -1.375
H -0.136 0.435 1.307
H -1.996 -1.020 0.194
H -0.635 -1.601 -0.778
H 0.470 -1.835 1.236
H 1.180 1.223 -1.046
H 2.953 -0.111 -0.823
```

Computed properties:
energy = -9879.1762 eV
gap between HOMO and LUMO = 10.64 eV
highest occupied orbital energy = -9.913 eV
molar mass = 103.1 g/mol
relative energy (zero: lowest compared OMol25 entry of this formula, charge and spin) = 20.4 kcal/mol
structure (SMILES) = C[C@@H](CO)NC=O

***

(8)
C4H9NO2 | ωB97M-V/def2-TZVPD

XYZ file:
```
16
C4H9NO2 (ωB97M-V/def2-TZVPD)
C 0.609 0.203 -0.281
C 0.350 1.511 -0.798
C -0.929 2.139 -0.667
O -1.964 1.598 -0.308
N 0.326 -2.572 -0.105
C 1.389 -3.031 -0.484
O -1.729 0.357 2.239
H 1.613 -0.048 0.051
H -0.130 -0.052 0.476
H 1.213 2.123 -1.021
H -1.992 0.738 1.387
H -0.897 3.195 -0.992
H 0.388 -0.526 -1.132
H 1.831 -3.830 0.142
H 1.928 -2.803 -1.414
H -2.006 0.997 2.908
```

Computed properties:
energy = -9872.7583 eV
gap between HOMO and LUMO = 4.05 eV
highest occupied orbital energy = -7.247 eV
molar mass = 103.1 g/mol
relative energy (zero: lowest compared OMol25 entry of this formula, charge and spin) = 168.4 kcal/mol

***

Q: What is the gap between HOMO and LUMO in the second record?
A: 10.72 eV